{
  "formula": "C15H21N3O4S2",
  "method": "ωB97M-V with the def2-TZVPD basis set",
  "symbols": ["C", "C", "S", "C", "N", "C", "S", "C", "C", "O", "N", "C", "C", "O", "C", "C", "O", "N", "C", "C", "O", "C", "C", "C", "H", "H", "H", "H", "H", "H", "H", "H", "H", "H", "H", "H", "H", "H", "H", "H", "H", "H", "H", "H", "H"],
  "positions_angstrom": [[1.58, 4.01, -1.98], [0.69, 2.74, -1.65], [-0.27, 2.77, -0.44], [-0.97, 1.32, -0.80], [-1.67, 0.55, -0.13], [-1.67, -0.67, -0.38], [-3.10, -1.71, 0.40], [-3.46, -0.42, 1.62], [-2.61, 0.11, 2.39], [-2.52, 1.36, 2.75], [-1.55, -0.50, 2.72], [-0.25, -0.09, 3.39], [0.75, 0.69, 2.40], [0.76, -0.23, 1.11], [2.00, -1.03, 1.62], [1.83, -2.06, 0.80], [0.58, -2.94, 0.89], [-1.20, -1.42, -1.50], [-1.26, -2.98, -1.81], [-0.15, -0.76, -2.24], [0.52, -1.38, -2.92], [-0.02, 0.62, -1.76], [0.85, 1.43, -2.28], [1.99, 1.27, -3.41], [2.66, 3.98, -1.90], [1.45, 4.46, -3.06], [1.17, 4.88, -1.59], [-4.29, -0.86, 2.39], [-4.06, 0.34, 1.05], [-1.23, -1.53, 2.38], [0.26, -0.99, 3.87], [-0.80, 0.76, 4.09], [-0.04, 1.65, 1.96], [1.46, 1.23, 2.88], [1.98, -1.21, 2.55], [3.00, -0.51, 1.34], [2.65, -2.96, 1.00], [1.90, -2.02, -0.43], [0.11, -2.00, 0.94], [-0.76, -3.11, -2.73], [-1.14, -3.28, -0.78], [-2.36, -3.11, -1.88], [1.96, 1.87, -4.35], [1.99, 0.26, -3.51], [3.25, 1.48, -3.02]],
  "orbital_gap_ev": 7.546,
  "multiplicity": 1,
  "charge": 0,
  "e_above_lowest_kcal_mol": 315.1,
  "max_force_ev_per_a": 15.34,
  "mol_weight_g_mol": 371.5,
  "smiles": "Cc1sc2nc(SCC(=O)NCCOCCO)n(C)c(=O)c2c1C"
}



{
  "formula": "C4H11N2O",
  "method": "ωB97M-V with the def2-TZVPD basis set",
  "symbols": ["O", "C", "N", "C", "N", "C", "C", "H", "H", "H", "H", "H", "H", "H", "H", "H", "H", "H"],
  "positions_angstrom": [[0.91, -2.30, 0.84], [1.44, -1.34, 0.33], [2.65, -1.28, -0.33], [0.55, -0.09, 0.60], [-0.96, -0.50, 0.40], [-1.88, 0.47, -0.28], [-1.08, 1.83, -0.55], [3.03, -0.51, -0.90], [3.35, -2.08, -0.40], [1.01, 1.00, 0.20], [0.58, -0.13, 1.72], [-0.73, -1.34, -0.16], [-1.14, -0.92, 1.29], [-2.03, -0.04, -1.24], [-2.84, 0.67, 0.34], [-0.33, 1.86, -1.34], [-1.94, 2.42, -0.80], [-0.59, 2.29, 0.28]],
  "orbital_gap_ev": [11.574, 6.659],
  "multiplicity": 2,
  "charge": 2,
  "s2": 0.7556,
  "e_above_lowest_kcal_mol": 77.1,
  "max_force_ev_per_a": 6.64,
  "mol_weight_g_mol": 103.1
}



{
  "formula": "C10H18O3P",
  "method": "ωB97M-V with the def2-TZVPD basis set",
  "symbols": ["C", "C", "C", "C", "C", "C", "C", "C", "C", "C", "O", "O", "O", "P", "H", "H", "H", "H", "H", "H", "H", "H", "H", "H", "H", "H", "H", "H", "H", "H", "H", "H"],
  "positions_angstrom": [[3.58, 0.00, -0.31], [3.13, 1.52, -0.26], [-0.24, -3.60, 0.05], [-1.47, -2.76, -0.19], [-1.39, 1.41, -1.74], [-2.70, 1.85, -1.10], [3.16, 0.67, 0.95], [-0.17, -2.36, -0.69], [-1.42, 1.72, -0.29], [-1.77, 1.27, 1.92], [1.84, 0.16, 1.48], [0.45, -1.20, -0.14], [-1.36, 0.64, 0.72], [0.60, -0.71, 1.30], [2.98, -0.80, -0.75], [4.66, -0.04, -0.46], [3.80, 2.34, -0.44], [2.26, 1.64, -0.87], [0.09, -3.59, 1.14], [-0.21, -4.56, -0.49], [-2.33, -3.09, -0.86], [-1.90, -2.18, 0.57], [-1.26, 0.26, -1.92], [-1.10, 2.17, -2.41], [-3.06, 2.82, -1.26], [-3.47, 1.07, -0.96], [3.75, 0.76, 1.84], [0.11, -2.28, -1.73], [-1.06, 2.61, -0.02], [-2.73, 1.78, 2.06], [-1.03, 2.05, 2.23], [-1.74, 0.43, 2.67]],
  "orbital_gap_ev": 9.217,
  "multiplicity": 1,
  "charge": 1,
  "e_above_lowest_kcal_mol": 0.0,
  "max_force_ev_per_a": 4.10,
  "mol_weight_g_mol": 217.2
}



{
  "formula": "C9H11NOSSi",
  "method": "ωB97M-V with the def2-TZVPD basis set",
  "symbols": ["C", "C", "C", "C", "C", "C", "C", "C", "C", "N", "O", "Si", "S", "H", "H", "H", "H", "H", "H", "H", "H", "H", "H", "H"],
  "positions_angstrom": [[-1.93, 1.47, -1.21], [-1.87, 0.11, -1.52], [0.25, 1.43, 0.11], [-0.84, 2.09, -0.51], [-0.83, -0.75, -1.06], [0.27, -0.49, -0.30], [1.13, 2.15, 0.79], [2.21, 1.79, 1.74], [-1.44, -2.98, -0.22], [-0.78, 3.40, -0.33], [-1.23, -2.10, -1.36], [1.60, -1.60, 0.14], [0.42, 3.77, 0.67], [-2.59, 2.05, -1.72], [-2.60, -0.22, -2.17], [1.91, 0.84, 2.36], [3.18, 1.65, 1.34], [2.33, 2.66, 2.36], [-0.63, -3.61, 0.11], [-2.35, -3.44, -0.43], [-1.67, -2.31, 0.56], [1.76, -2.21, -1.08], [0.92, -2.60, 0.97], [2.79, -1.11, 0.75]],
  "orbital_gap_ev": 8.140,
  "multiplicity": 1,
  "charge": 0,
  "e_above_lowest_kcal_mol": 25.4,
  "max_force_ev_per_a": 7.48,
  "mol_weight_g_mol": 209.3
}



{
  "formula": "C6H10O",
  "method": "ωB97M-V with the def2-TZVPD basis set",
  "symbols": ["C", "C", "O", "C", "C", "C", "C", "H", "H", "H", "H", "H", "H", "H", "H", "H", "H"],
  "positions_angstrom": [[-1.89, 0.48, 1.68], [-1.37, 0.76, 0.47], [-2.12, 1.05, -0.61], [0.08, 0.53, 0.04], [0.38, -0.71, -0.35], [1.67, -1.43, -0.47], [2.95, -0.46, -0.63], [-2.94, 0.36, 1.84], [-1.31, 0.30, 2.60], [-3.10, 0.94, -0.31], [0.86, 1.25, -0.05], [-0.41, -1.42, -0.46], [1.61, -2.20, 0.45], [1.65, -2.03, -1.40], [3.61, -0.40, 0.29], [3.44, -0.80, -1.56], [2.58, 0.52, -0.91]],
  "orbital_gap_ev": 9.621,
  "multiplicity": 1,
  "charge": 0,
  "e_above_lowest_kcal_mol": 47.2,
  "max_force_ev_per_a": 3.56,
  "mol_weight_g_mol": 98.1,
  "smiles": "C=C(O)/C=C/CC"
}



{
  "formula": "C25H44BN3P2PdS",
  "method": "ωB97M-V with the def2-TZVPD basis set",
  "symbols": ["Pd", "C", "C", "C", "C", "P", "C", "N", "B", "N", "C", "P", "C", "C", "C", "C", "C", "C", "C", "C", "C", "C", "C", "C", "C", "C", "C", "C", "C", "C", "H", "H", "H", "H", "H", "H", "H", "H", "H", "H", "H", "H", "H", "H", "H", "H", "H", "H", "H", "H", "H", "H", "H", "H", "H", "H", "H", "H", "H", "H", "H", "H", "H", "H", "H", "H", "H", "H", "H", "H", "H", "H", "H", "H", "S", "C", "N"],
  "positions_angstrom": [[0.44, -1.01, 0.04], [-0.25, -2.57, 3.38], [0.95, -1.64, 3.58], [2.22, -2.46, 3.32], [0.94, -1.09, 5.01], [0.81, -0.32, 2.27], [-0.74, 0.59, 2.76], [-1.52, 0.83, 1.57], [-1.35, 0.10, 0.35], [-2.02, 0.86, -0.66], [-1.77, 0.71, -2.08], [-0.29, -0.41, -2.34], [-1.01, -1.92, -3.19], [0.05, -3.02, -3.27], [-2.13, -2.42, -2.26], [-1.59, -1.64, -4.58], [0.75, 0.66, -3.50], [1.32, 1.75, -2.59], [1.92, -0.17, -4.04], [0.00, 1.31, -4.66], [-2.55, 2.02, -0.07], [-3.25, 3.08, -0.62], [-3.64, 4.12, 0.22], [-3.34, 4.09, 1.58], [-2.64, 3.02, 2.14], [-2.25, 1.99, 1.31], [2.10, 1.04, 2.35], [1.59, 2.12, 1.38], [3.43, 0.51, 1.79], [2.33, 1.66, 3.73], [-0.19, -3.37, 4.12], [-0.25, -3.01, 2.40], [-1.21, -2.06, 3.53], [2.20, -3.38, 3.92], [3.13, -1.91, 3.59], [2.29, -2.76, 2.27], [0.94, -1.93, 5.70], [0.06, -0.49, 5.21], [1.82, -0.49, 5.22], [-0.46, 1.54, 3.21], [-1.29, 0.03, 3.52], [-1.53, 1.68, -2.50], [-2.63, 0.32, -2.62], [0.47, -3.25, -2.29], [0.87, -2.75, -3.95], [-0.41, -3.93, -3.66], [-1.75, -2.65, -1.26], [-2.55, -3.34, -2.68], [-2.95, -1.69, -2.16], [-0.80, -1.46, -5.31], [-2.28, -0.79, -4.59], [-2.14, -2.53, -4.91], [1.97, 1.30, -1.83], [0.55, 2.33, -2.08], [1.93, 2.44, -3.18], [2.40, -0.74, -3.24], [2.66, 0.49, -4.48], [1.59, -0.87, -4.81], [-0.83, 1.94, -4.33], [-0.38, 0.58, -5.36], [0.69, 1.96, -5.20], [-3.49, 3.10, -1.68], [-4.18, 4.96, -0.19], [-3.66, 4.91, 2.21], [-2.42, 3.00, 3.20], [1.42, 1.70, 0.39], [2.35, 2.90, 1.28], [0.67, 2.60, 1.72], [3.28, 0.07, 0.80], [3.88, -0.24, 2.44], [4.14, 1.34, 1.69], [1.39, 1.92, 4.23], [2.91, 2.58, 3.61], [2.89, 0.99, 4.38], [-0.44, -5.63, 0.33], [0.19, -4.15, 0.23], [0.67, -3.08, 0.16]],
  "orbital_gap_ev": [6.333, 6.114],
  "multiplicity": 3,
  "charge": 0,
  "s2": 2.0085,
  "max_force_ev_per_a": 0.62,
  "mol_weight_g_mol": 597.9
}



{
  "formula": "C4H6BrP",
  "method": "ωB97M-V with the def2-TZVPD basis set",
  "symbols": ["C", "C", "C", "P", "C", "Br", "H", "H", "H", "H", "H", "H"],
  "positions_angstrom": [[-0.77, -1.09, -0.06], [-0.33, 0.12, -0.41], [1.16, 0.51, -0.35], [1.74, 2.08, 0.55], [0.28, 2.74, 1.22], [0.24, 4.13, 2.48], [-1.82, -1.29, -0.14], [-0.26, -1.97, 0.43], [-1.11, 0.85, -0.89], [1.85, -0.24, 0.09], [1.48, 0.47, -1.53], [-0.70, 2.23, 1.24]],
  "orbital_gap_ev": 8.786,
  "multiplicity": 1,
  "charge": 0,
  "e_above_lowest_kcal_mol": 51.6,
  "max_force_ev_per_a": 2.93,
  "mol_weight_g_mol": 165.0,
  "smiles": "C=CC/P=C/Br"
}